Record 1
DFT (the ωB97M-V functional and the def2-TZVPD basis) results for a 8-piece molecular cluster, C36H59I3N2O31S7 overall.

Geometry as XYZ:
```
138
Properties=species:S:1:pos:R:3:forces:R:3
H 6.5207 -8.3848 2.3248 -0.1 -0.1 0.1
O -7.8549 1.6567 2.5295 -0.7 0.1 -1.7
S 8.9989 -9.6869 3.3128 0.4 -0.1 0.1
H 0.5622 2.7725 -0.5906 1.5 -1.5 -1.3
H 4.3450 13.0591 -2.5223 -0.2 -0.2 -0.2
H 5.7988 -10.7016 2.6325 0.3 0.0 0.0
C 2.0003 -6.1117 1.4797 -1.2 -0.4 -2.1
C -12.6915 2.7965 4.9526 0.0 -0.4 0.5
O -10.2658 4.3395 2.9803 -0.5 -1.8 0.4
O -9.9068 2.2349 1.1477 4.8 0.6 -7.7
H 2.2578 1.9406 -0.5646 -1.9 0.3 -1.6
O -1.4476 -5.4642 1.6377 3.0 6.8 -3.7
H 2.3258 -8.6812 -0.6744 1.3 2.5 0.2
H 9.9091 0.0716 1.3316 -0.3 -2.1 -0.9
C -8.2615 -7.0860 -1.2042 -0.7 0.3 0.0
H 4.8867 -5.0019 -1.0654 -0.8 0.7 1.3
O -7.3318 -5.2812 -0.0293 0.2 -0.9 0.6
H -8.5523 0.7343 -1.5195 0.1 0.0 0.0
O 2.8987 5.1904 -2.4201 0.4 -0.4 1.3
O 5.2430 10.6926 -4.6412 -1.0 -0.6 0.5
H -13.6296 3.3000 5.2010 0.2 0.0 -0.3
O -2.7861 8.3246 -3.1252 1.1 1.0 1.3
C 4.3798 -2.1162 -1.8891 -0.8 -0.6 1.5
S -8.5449 1.7678 1.2635 -0.3 0.6 -0.8
O 1.6927 5.2474 -0.2370 1.7 -0.3 -0.3
O -0.6283 8.0527 -1.9048 -1.1 0.3 -0.3
H -6.3570 -2.6486 0.0073 2.1 0.4 1.7
H -9.1632 -7.2714 -0.6115 0.0 0.0 -0.1
H 4.8959 -3.0395 -2.3902 -0.8 1.9 0.9
H -4.3957 -4.2522 0.2851 -0.1 1.3 -0.2
H 9.1112 -0.7587 -1.3049 -1.2 -0.6 1.7
H 0.2797 0.1526 -0.1516 0.8 1.0 -2.4
H 8.2422 -2.1720 -0.3584 0.5 2.3 0.0
C -3.1465 -2.9881 1.3155 -0.6 1.5 1.0
S 3.0268 5.2268 -0.7944 0.4 0.0 -0.2
H -7.2163 -0.3567 -1.0574 -0.1 0.1 0.3
H -0.5779 0.7632 -1.7142 2.2 -0.5 1.0
H 2.3966 -0.0773 -2.3053 -2.5 -1.2 -0.1
C 3.2254 -4.1005 -0.2669 -3.3 1.4 -0.4
C 0.4922 0.5875 -1.2424 -0.9 0.1 -0.5
O -10.3037 1.8025 2.8531 -3.9 1.0 9.4
O -5.1076 -6.4018 0.1147 -1.6 -0.3 0.7
C 1.2627 2.0343 -1.2008 -0.5 0.0 1.1
O 2.9387 10.4844 -5.5852 0.9 -0.7 1.9
C 6.6590 -8.8103 3.3240 -0.6 -0.1 -0.4
C -5.4382 -2.4487 0.7423 -0.7 0.1 0.1
H -0.0322 8.1455 0.0552 0.0 -0.1 0.0
H -8.8447 -4.9870 -1.4260 0.2 0.0 0.3
O -2.0799 -1.3293 -0.9685 5.1 -5.5 4.1
H 5.2711 12.7395 -4.7636 0.0 0.0 0.1
S -6.4932 -6.5812 0.4876 0.1 -0.1 0.4
H -2.0567 7.0656 0.9027 -0.1 0.3 -0.2
C -1.3024 -2.2141 -0.3399 -1.7 1.9 -1.1
C -7.9485 -5.5938 -1.2762 0.1 -0.2 -0.7
C 6.5940 -10.3348 3.2859 -0.5 0.1 0.6
H 5.9196 -8.3825 4.0063 0.3 0.0 0.0
O 3.6550 6.7257 -0.6654 -0.9 -1.3 0.2
H 4.1644 -1.2967 -2.6958 0.2 -1.7 1.6
H -7.2276 -5.3804 -2.0725 -0.1 0.0 0.0
N -4.1994 -3.2212 0.2464 -0.3 0.2 2.3
O 9.6208 -10.2209 4.5041 -0.6 0.9 -1.6
C 8.6016 -1.0547 -0.2939 0.5 0.5 0.3
H -12.8213 1.7144 5.0562 0.0 0.1 0.1
H 4.1831 -6.8414 1.2355 -2.6 -0.9 -0.3
H -3.2992 -3.6461 2.2899 0.7 1.1 -2.2
H 5.8971 -2.3103 -0.0899 -1.1 1.6 -1.3
C 1.3065 -0.5434 -2.1632 1.8 0.1 2.8
H 2.0556 6.9914 -2.9105 0.1 0.1 -0.1
O 4.0326 4.2705 -0.3939 -1.6 1.0 -0.3
O -12.3214 3.0718 3.6026 0.8 0.4 0.0
N -1.7176 -3.0771 0.8306 -0.8 -1.4 -1.3
S -2.0378 8.8648 -2.0120 -0.2 0.1 -0.3
H 4.4404 -1.1395 0.1695 1.9 -0.8 -1.6
H 4.9022 11.4458 -1.9983 0.0 0.1 0.0
H -11.5605 4.3828 5.9202 -0.1 -0.1 0.1
O -6.9122 -6.8889 1.8353 0.8 0.6 -1.7
I 2.9143 -9.0015 2.4254 0.0 0.9 -1.0
H -5.7317 -2.7579 1.8489 0.4 0.5 -2.2
O 3.6991 8.9866 -3.6793 -0.1 1.9 -1.9
H 10.8115 -1.3010 0.3323 -2.2 0.7 1.3
H 4.1143 -8.1024 -0.8094 -2.4 0.8 0.7
C 0.4932 -4.0218 0.3726 2.1 1.8 -1.8
H -5.2348 -1.2753 0.7911 -0.2 -2.6 -0.4
C 7.3659 -0.0168 0.0262 0.4 0.3 -0.2
C -11.5270 3.2943 5.8044 -0.4 0.5 0.1
O -8.4183 0.3392 0.4884 0.3 0.6 0.6
I 2.1858 -5.4080 3.5508 0.1 -0.3 -0.9
S 3.6954 10.2534 -4.3767 -0.3 0.7 -0.7
H 0.9188 -6.6108 1.3985 2.3 1.3 0.3
C 4.0011 7.2095 -1.9621 0.5 0.1 -0.3
C 6.0992 -0.1260 -1.0256 -0.2 -0.8 1.6
H 3.4209 6.4987 -3.9503 -0.1 -0.3 0.3
C 3.0184 -7.7193 -0.5304 0.9 -1.3 0.0
C -0.5284 7.4409 -0.6200 0.1 -0.2 0.8
H 1.4373 2.5324 -2.2526 -0.2 -1.3 2.0
C -6.8729 1.7509 -0.5826 0.5 -0.5 0.0
C -7.7781 0.5365 -0.7711 0.0 0.2 -0.6
H -8.3809 -7.5311 -2.1956 0.2 0.0 0.2
O -10.3547 2.9672 5.0617 -0.3 -0.1 -0.5
H 2.7813 -6.8597 -1.2907 0.1 -1.6 1.7
H 0.0593 6.5209 -0.6803 -0.2 0.3 -0.2
H -5.9533 1.4787 -0.0538 0.0 -0.1 -0.1
O -1.7691 10.2753 -1.8546 -0.6 -1.7 -0.4
C 1.5294 -1.9482 -1.3077 -0.2 -3.1 1.9
C 9.7904 -0.9956 0.8608 -0.1 -0.7 -0.5
O 9.7524 -9.2395 2.1646 -0.8 -0.7 1.5
H -2.3733 6.2896 -0.6738 0.1 0.0 0.1
H 7.0254 -0.1967 1.1548 0.4 0.4 -2.5
C 1.9621 -4.7823 0.5232 -0.8 2.8 -1.9
C -1.9663 7.1785 -0.1803 0.3 -0.7 -0.2
O 4.5751 -4.6770 -0.1687 -2.7 0.7 -1.2
C 3.0842 -7.2596 1.0416 1.3 1.9 -0.5
C -0.9708 -4.3762 1.0283 -0.8 -1.9 1.4
O -7.1545 -7.6752 -0.5242 0.7 0.8 0.4
I 0.3767 -0.8987 -4.1264 0.6 0.1 1.1
C 5.4897 11.9574 -4.0293 -0.1 0.8 0.1
H 5.3852 0.7921 -0.7752 1.6 -1.9 -1.0
S -10.6967 3.0485 3.4690 0.3 -1.0 0.1
C 4.5295 12.0317 -2.8451 0.7 -0.1 0.3
O -2.7070 8.3100 -0.6318 0.6 0.7 -0.7
H 6.4590 -10.7487 4.2908 -0.1 0.1 -0.1
H 3.9088 8.2982 -2.0000 0.0 -0.9 0.7
O 7.8709 -10.7509 2.8070 0.8 0.9 -0.1
C 5.2668 -1.4799 -0.6218 -1.3 0.4 0.0
C 2.9965 -2.7102 -1.1678 -1.9 -1.0 0.8
C 3.0420 6.5158 -2.9257 -0.2 0.9 -0.1
O 7.9800 -8.4959 3.7613 0.7 -0.9 0.0
C 0.2721 -2.6361 -0.5129 3.0 -2.1 0.5
H 5.0386 6.9253 -2.1659 -0.1 0.0 -0.1
H -11.5020 2.8251 6.7908 0.2 -0.1 -0.3
O -7.6118 2.6414 0.2503 -0.5 -0.4 0.2
H -3.3005 -1.8622 1.6801 0.5 -2.4 -0.9
O 3.3239 11.4241 -3.3035 0.1 -0.7 -1.0
H 6.4198 -0.1785 -2.1496 -0.4 0.3 2.2
H 7.7494 1.1028 -0.0430 -0.5 -2.4 0.3
H 9.5393 -1.8122 1.6901 0.7 2.0 -1.6
H -6.6179 2.2314 -1.5302 -0.2 0.1 0.2
H 6.5351 12.0333 -3.7185 -0.2 -0.3 -0.1
```
Positions in Å, forces in eV/Å.

Computed properties:
spin multiplicity	1
Kohn-Sham gap	7.301	eV
structure (SMILES)	CCCCCCc1c(O)c([C@H](I)[C@H](C)I)c2c(c1[C@@H](I)CC)C(=O)N(CNC)C2=O.O=S1(=O)OCCO1.O=S1(=O)OCCO1.O=S1(=O)OCCO1.O=S1(=O)OCCO1.O=S1(=O)OCCO1.O=S1(=O)OCCO1.O=S1(=O)OCCO1



Record 2
DFT (the ωB97M-V functional and the def2-TZVPD basis) results for C36H60N3O18 as an isolated structure.

Geometry as XYZ:
```
117
Properties=species:S:1:pos:R:3:forces:R:3
C -24.7118 -16.4200 24.0371 -0.8 4.9 0.0
C -26.6131 -14.4721 30.9037 2.7 0.0 5.7
H -31.7823 -14.2255 24.3678 -0.9 0.3 -1.0
H -27.8487 -16.1083 30.4550 -1.0 1.4 -0.4
C -26.8601 -13.9045 26.1625 -3.6 -0.8 4.4
O -27.4930 -19.2898 23.5787 0.5 1.0 3.2
H -32.4671 -12.4246 25.9075 2.1 0.3 0.1
H -29.4497 -12.8647 24.4375 0.6 1.2 -0.4
H -25.2355 -16.0781 23.1841 -0.1 0.2 -1.7
O -22.0519 -14.2561 20.9798 -0.8 0.6 1.7
H -30.7870 -15.6769 25.7086 1.2 -0.5 0.4
N -26.5755 -14.7068 25.0203 5.8 4.6 0.4
H -27.3982 -8.9309 26.6985 0.5 -1.3 -0.9
H -21.5348 -17.4687 20.1932 1.7 0.6 -1.7
C -25.6301 -14.2182 32.0044 -0.6 -3.5 5.4
H -24.6010 -11.4827 20.3181 0.4 -0.8 -0.1
H -31.6433 -11.7737 24.5606 0.1 -0.2 0.0
H -21.3446 -13.2013 25.3857 0.2 -0.1 -0.2
C -26.6828 -15.9244 33.5762 -0.2 -0.7 1.9
H -27.3999 -8.8425 24.2312 0.6 -2.6 -1.0
H -24.9123 -13.5084 31.8293 1.8 1.7 -0.4
H -25.1769 -13.1803 20.9622 -3.3 2.4 -3.2
H -22.1932 -20.4729 22.5366 5.6 -0.5 -7.9
O -29.3931 -18.4000 24.0456 -0.4 -0.5 3.0
C -24.1026 -17.5957 18.5916 -0.5 6.6 1.3
C -27.5238 -15.4153 31.2452 -4.0 -10.0 4.3
C -22.4608 -13.8643 22.0843 0.4 0.3 -0.6
H -25.4442 -21.5938 21.5930 1.5 1.0 0.7
O -29.7946 -13.7403 24.4116 0.8 -0.6 -1.7
H -28.4759 -17.0587 32.5740 2.3 1.6 -0.2
C -26.5826 -10.0666 21.8087 -2.7 -1.8 1.0
H -26.6152 -14.2838 24.0900 -0.8 -0.3 -0.4
C -30.8364 -14.7092 26.1774 -0.9 1.3 -2.3
C -29.2841 -9.0832 24.7409 -3.3 0.3 -0.1
O -26.8172 -15.6301 21.0545 1.1 1.9 -0.8
H -27.0392 -15.4404 25.2042 -5.8 -7.7 -0.2
H -26.1706 -10.2808 25.8388 -2.2 1.8 0.8
H -27.6368 -10.7657 26.5475 -0.8 0.2 0.5
H -22.4059 -18.8490 20.5952 -0.4 -0.4 0.3
C -31.3912 -12.3853 25.4596 -4.5 2.2 -1.6
H -24.6837 -11.7524 21.9591 1.3 3.0 3.6
H -25.2024 -17.2854 24.1941 -1.2 -3.4 1.0
H -24.5760 -18.4587 18.6241 -2.7 -3.8 0.8
C -27.6127 -16.2660 32.4649 -0.6 3.4 -3.6
O -26.8009 -16.4885 34.6702 0.3 0.7 -1.3
H -29.9351 -9.2273 25.6077 0.2 -1.4 0.4
H -25.1723 -12.0486 23.6201 -0.9 0.7 0.4
O -24.8117 -17.4359 20.6883 -2.2 1.2 2.2
C -24.4743 -21.5417 22.2127 1.5 1.6 -6.3
O -23.5666 -11.9959 25.7295 0.2 -0.7 0.0
H -22.2325 -19.5099 23.9289 -0.5 -1.2 -0.3
O -26.8943 -14.1180 22.5206 4.1 -2.3 7.0
H -30.1416 -9.1197 23.9019 2.7 -0.2 1.1
C -21.9755 -13.2496 24.5079 -0.9 -2.4 -3.9
H -25.9190 -21.3855 26.5312 -1.3 0.8 0.6
H -26.8981 -14.5398 27.2340 0.6 1.6 -3.3
C -27.8321 -20.3927 29.3814 0.3 8.0 -2.7
O -26.6290 -13.9472 29.8809 0.6 3.3 -5.6
C -25.1090 -12.0087 21.1315 -9.4 6.3 -9.6
N -28.1556 -18.2831 24.1800 -2.0 -1.5 -8.7
H -24.4632 -19.3178 22.5183 2.1 -0.3 -2.0
C -22.4118 -17.7726 20.6571 -1.6 0.6 -1.1
O -28.1475 -11.0957 24.2367 1.5 1.1 -4.4
C -26.7727 -19.2641 26.7575 -0.2 -8.0 3.5
H -20.6549 -14.2925 23.3416 1.0 -0.9 -0.7
H -24.8571 -14.6721 33.8947 4.0 1.1 3.9
H -24.7255 -16.7728 18.0817 0.7 -1.4 0.8
H -22.5370 -21.3661 23.8033 0.1 -0.2 0.9
O -24.4765 -15.3434 26.1075 -1.6 1.7 0.7
H -22.1732 -17.3939 21.6241 -0.8 0.0 1.3
H -27.6431 -9.8943 22.1360 1.0 0.8 -1.4
C -26.4592 -11.3976 21.2134 -2.3 -1.8 3.9
C -23.3271 -12.5962 24.6759 1.3 1.5 1.9
O -27.7132 -17.1388 24.0236 2.0 1.1 2.6
H -23.6492 -22.1276 21.5581 -1.5 1.9 0.8
H -26.7744 -11.4539 20.2747 -2.4 0.1 -4.1
H -25.6004 -20.2130 23.7531 -2.7 0.4 0.2
H -26.6028 -18.8487 25.8404 1.3 0.5 -2.4
H -26.0923 -10.0455 22.7015 1.4 -0.5 3.0
C -23.6591 -17.0974 19.9790 -0.8 0.9 1.1
C -27.4673 -18.4063 27.6542 -0.4 4.4 -0.7
H -23.6540 -15.9394 20.1801 1.1 -1.9 -1.4
O -28.2266 -14.0083 20.9145 -0.4 0.0 -2.2
C -23.9878 -20.2490 22.8970 -3.6 0.4 0.3
H -26.1984 -13.1614 26.1286 3.1 2.9 0.9
H -24.6321 -22.2738 22.8276 -0.9 -3.8 4.7
C -27.2389 -21.3307 28.3636 -0.4 -1.8 1.4
H -30.0927 -14.2341 26.7856 0.8 -0.7 0.3
H -29.1199 -8.0685 24.9847 0.4 1.8 -0.5
H -31.7466 -14.6926 26.6537 -2.2 -0.2 1.9
C -26.6033 -20.7333 27.1522 0.5 5.0 -2.3
H -27.8338 -13.3316 26.1879 0.7 -1.3 -0.9
H -28.3361 -18.1029 29.6943 0.8 -1.3 -1.3
O -24.7373 -20.1043 24.0758 0.4 -1.0 3.0
C -21.6545 -13.9660 23.3013 -0.5 3.1 4.8
C -24.2005 -12.4606 23.5919 3.1 -4.8 -6.6
C -25.2063 -15.3797 25.1641 3.7 -3.3 -1.3
O -27.3796 -12.2987 22.0923 2.7 7.7 -3.3
N -27.2025 -14.4573 21.4640 -3.5 -12.2 -4.0
H -25.4207 -16.6160 20.6818 0.9 -2.0 0.3
H -23.3243 -17.7568 18.0323 4.6 -0.6 -3.7
H -23.6352 -16.4357 23.8632 -0.3 0.0 0.6
O -27.3017 -22.5674 28.5776 0.4 2.9 -0.9
H -30.6924 -11.6852 25.8959 0.5 -0.8 1.0
C -27.2993 -9.8610 26.0512 3.0 -1.3 0.2
O -27.6333 -17.1747 27.3269 0.4 -3.2 1.1
C -22.6201 -20.3960 23.3495 -2.2 2.1 6.2
C -25.5965 -14.9209 33.3242 -5.4 1.1 -9.9
H -27.3440 -13.0885 21.4776 -2.2 5.9 0.7
C -27.9127 -9.7747 24.6880 -2.7 2.0 0.8
C -23.7492 -13.1125 22.2243 4.0 -1.9 10.1
C -31.0673 -13.7240 24.9727 2.7 -2.1 3.2
H -26.0254 -9.3798 21.3475 1.1 3.4 -2.7
C -27.8653 -18.8528 28.9610 -1.4 -6.3 4.1
H -28.2154 -20.5516 30.3876 0.2 -0.7 -0.5
H -28.0999 -11.0888 23.1258 -0.2 -1.2 4.1
H -24.6188 -12.8652 21.5581 6.0 -6.4 3.8
```
Positions in Å, forces in eV/Å.

Computed properties:
spin multiplicity	1
ΔE to the lowest compared entry with this formula, charge and spin	369.63	kcal per mole
Kohn-Sham gap	4.633	eV
net charge	-1



Number 1: E_tot -7528.62857 Eh. Number 2: E_tot -2924.86951 Eh.